No. 1
The following is a DFT calculation (wB97M-V/def2-TZVPD) of a structure of composition C11H31ClI2N3P2Rh at a distorted geometry.

Each line ends with the Löwdin spin population.
Cartesian coordinates (Å):
I  0.014  -1.790  -6.261  0.001
I  0.014  0.877  -6.556  0.001
Rh  0.000  0.000  0.000  2.277
P  -2.314  0.021  0.137  0.081
C  -3.261  -0.160  -1.421  0.027
C  -2.999  -1.298  1.208  -0.001
H  -4.085  -1.199  1.311  0.000
H  -4.081  1.484  0.998  0.002
H  -2.520  -1.221  2.187  0.000
H  -2.514  1.705  1.844  0.000
H  -2.997  -1.107  -1.898  0.001
H  -2.758  -2.273  0.776  0.000
C  -2.995  1.554  0.874  0.015
H  -4.339  -0.136  -1.230  0.004
H  -2.752  2.402  0.229  0.002
H  -2.995  0.652  -2.103  0.002
P  2.313  0.009  0.154  0.080
C  3.271  -0.174  -1.397  0.028
C  2.996  1.536  0.899  0.014
H  2.498  -1.237  2.204  0.000
H  4.069  -1.223  1.337  0.000
H  2.739  -2.288  0.793  0.001
C  2.983  -1.315  1.227  -0.002
H  2.508  1.689  1.865  0.001
H  4.080  1.460  1.033  0.002
H  4.348  -0.154  -1.199  0.004
H  3.012  0.639  -2.081  0.002
H  2.765  2.387  0.252  0.002
H  3.007  -1.120  -1.877  0.001
Cl  -0.007  0.280  2.369  0.375
C  1.355  -4.705  2.438  0.021
N  0.630  -4.157  1.298  0.249
C  -0.073  -5.113  0.473  0.026
C  0.044  -2.849  1.438  -0.027
N  0.188  -2.021  0.397  0.244
N  -0.589  -2.566  2.718  0.385
C  -1.703  -3.439  3.093  0.032
C  0.177  -2.169  3.902  0.037
H  0.675  -5.070  3.231  0.010
H  2.040  -3.939  2.864  0.002
H  2.000  -5.551  2.120  0.004
H  -0.941  -5.522  1.033  0.014
H  -0.423  -4.642  -0.466  0.003
H  0.604  -5.956  0.213  0.006
H  0.662  -2.440  -0.414  0.013
H  -1.350  -4.357  3.602  0.016
H  -2.388  -2.915  3.794  0.011
H  -2.281  -3.781  2.213  0.000
H  1.195  -1.846  3.669  0.002
H  -0.360  -1.362  4.445  0.018
H  0.276  -3.011  4.622  0.013

Results
2S+1: 5
energy above the lowest of the compared OMol25 structures with the same formula, charge and spin: 0.000 eV
max |F|: 4.34 eV/Å
E_LUMO (alpha / beta): -6.9859 / -10.3370 eV
net charge: +2
energy: -66672.57739 eV
Kohn-Sham gap (alpha / beta): 6.082 / 2.731 eV
⟨S²⟩: 6.030

No. 2
The following is a DFT calculation (wB97M-V/def2-TZVPD) of a structure of composition C11H32MgN6O3P2SSe3Te.

Each line ends with the Löwdin charge.
Cartesian coordinates (Å):
Mg  -1.162  -0.043  -0.881  -0.024
C  -0.566  -2.613  2.164  -0.084
N  0.213  -1.513  2.742  -0.278
C  1.462  -1.922  3.370  -0.094
P  0.022  0.014  2.183  0.504
O  -1.048  0.111  1.175  -0.375
O  1.471  0.447  1.594  -0.244
P  1.845  0.652  0.049  0.492
O  0.877  -0.044  -0.837  -0.333
N  3.333  0.010  -0.137  -0.296
C  4.457  0.544  0.619  -0.091
C  3.687  -0.769  -1.320  -0.078
N  1.938  2.287  -0.070  -0.281
C  0.875  3.134  0.482  -0.070
C  2.484  2.801  -1.327  -0.077
N  -0.172  1.140  3.366  -0.292
C  0.868  1.391  4.353  -0.105
C  -1.535  1.223  3.909  -0.073
H  -0.780  -3.334  2.954  0.091
H  -0.009  -3.111  1.365  0.093
H  -1.501  -2.241  1.750  -0.002
H  1.255  -2.659  4.147  0.090
H  1.963  -1.074  3.835  0.065
H  2.146  -2.367  2.639  0.090
H  4.105  1.049  1.517  0.077
H  5.039  1.257  0.027  0.087
H  5.114  -0.274  0.921  0.089
H  2.784  -1.081  -1.838  0.081
H  4.248  -1.656  -1.019  0.088
H  4.309  -0.180  -2.001  0.086
H  0.488  2.710  1.407  0.066
H  0.042  3.240  -0.217  0.060
H  1.297  4.116  0.702  0.091
H  3.323  2.189  -1.657  0.073
H  2.846  3.816  -1.162  0.090
H  1.727  2.819  -2.117  0.098
H  1.850  1.374  3.883  0.074
H  0.847  0.663  5.174  0.087
H  0.715  2.384  4.778  0.089
H  -2.262  1.071  3.111  0.052
H  -1.678  2.223  4.318  0.091
H  -1.695  0.487  4.703  0.091
Se  -2.824  -2.041  -0.928  -0.010
Se  -4.111  -1.212  0.839  -0.193
Te  -4.425  1.346  0.415  0.250
Se  -2.700  1.993  -1.274  -0.072
C  -4.684  -0.254  -3.894  -0.077
N  -3.286  0.121  -3.828  -0.080
C  -2.283  -0.733  -4.005  -0.870
S  -0.691  -0.279  -3.573  0.599
N  -2.577  -1.932  -4.535  -0.040
C  -1.648  -3.043  -4.596  -0.101
H  -5.274  0.598  -3.565  0.091
H  -4.899  -1.089  -3.219  0.071
H  -4.978  -0.505  -4.916  0.087
H  -3.060  0.911  -3.230  -0.066
H  -3.551  -2.186  -4.501  0.114
H  -0.640  -2.655  -4.703  0.041
H  -1.890  -3.666  -5.456  0.082
H  -1.700  -3.646  -3.686  0.078

Results
energy above the lowest of the compared OMol25 structures with the same formula, charge and spin: 0.000 eV
max |F|: 0.52 eV/Å
E_LUMO: 0.2465 eV
net charge: 0
energy: -265209.54850 eV
Kohn-Sham gap: 6.189 eV

No. 3
The following is a DFT calculation (wB97M-V/def2-TZVPD) of a structure of composition C11H32N10O15Zn2 at a distorted geometry.

Each line ends with the Löwdin charge.
Cartesian coordinates (Å):
Zn  2.587  -1.074  0.616  0.910
Zn  -0.325  -2.175  -0.181  0.901
C  1.711  -3.494  0.669  -0.749
O  2.890  -3.187  0.280  -0.057
O  0.875  -3.795  -0.261  -0.084
O  1.237  -2.458  1.252  -0.184
C  0.556  0.205  -0.393  -0.705
O  -0.643  -0.158  -0.174  -0.059
O  1.198  -0.761  -0.918  -0.157
O  1.320  0.534  0.587  -0.129
C  4.937  -0.402  -1.459  -0.600
O  4.121  -0.364  -0.536  0.003
N  4.616  -0.006  -2.708  0.198
N  6.189  -0.908  -1.371  0.178
H  5.364  -0.028  -3.376  0.110
H  3.639  0.038  -2.989  0.077
H  6.493  -1.296  -0.493  0.118
H  6.902  -0.474  -1.931  0.109
C  -0.059  -0.289  3.985  -0.659
O  -0.584  -0.552  5.069  0.007
N  1.269  -0.264  3.694  0.164
N  -0.749  -0.590  2.877  0.166
H  1.946  -0.274  4.436  0.110
H  1.438  0.115  2.775  0.049
H  -1.734  -0.771  2.962  0.096
H  -0.456  -0.428  1.928  0.048
C  3.381  3.329  0.871  -0.702
O  4.153  4.237  1.161  0.008
N  2.475  2.834  1.757  0.156
N  3.243  2.785  -0.348  0.163
H  1.857  2.061  1.516  0.050
H  2.450  3.217  2.685  0.105
H  2.663  1.970  -0.439  0.051
H  3.889  2.926  -1.103  0.103
C  -3.310  2.580  2.588  -0.697
O  -2.215  3.128  2.629  0.020
N  -3.542  1.426  1.951  0.169
N  -4.387  3.076  3.291  0.141
H  -2.806  1.139  1.325  0.088
H  -4.423  0.961  2.064  0.097
H  -5.105  2.380  3.395  0.084
H  -4.040  3.693  4.008  0.105
C  -2.190  -3.461  1.743  -0.603
O  -1.936  -2.503  0.972  -0.044
N  -3.464  -3.763  2.053  0.201
N  -1.257  -4.262  2.235  0.227
H  -3.527  -4.597  2.607  0.110
H  -4.223  -3.142  1.844  0.125
H  -1.629  -4.919  2.897  0.118
H  -0.268  -4.088  2.170  0.101
C  1.220  0.787  -3.769  -0.222
C  1.326  1.293  -5.181  -0.217
O  0.064  1.859  -5.570  -0.071
O  1.915  -0.445  -3.517  -0.114
H  0.174  0.568  -3.531  0.122
H  1.538  1.420  -2.934  0.115
H  1.471  0.415  -5.814  0.125
H  2.109  2.047  -5.264  0.121
H  0.202  2.328  -6.398  0.082
H  1.634  -0.783  -2.651  0.044
C  -4.281  -0.504  -0.830  -0.257
C  -3.850  0.412  -1.968  -0.257
O  -4.125  1.728  -1.601  -0.039
O  -5.669  -0.350  -0.557  -0.071
H  -3.674  -0.460  0.077  0.078
H  -4.186  -1.559  -1.111  0.116
H  -4.300  0.127  -2.922  0.125
H  -2.795  0.125  -2.053  0.107
H  -3.380  2.309  -1.770  0.101
H  -5.921  0.532  -0.849  0.076

Results
energy above the lowest of the compared OMol25 structures with the same formula, charge and spin: 2.771 eV
max |F|: 9.74 eV/Å
E_LUMO: -1.0826 eV
net charge: 0
energy: -154377.86379 eV
Kohn-Sham gap: 8.098 eV

- Which formula does entry 2 have?
  C11H32MgN6O3P2SSe3Te